ORCA calculation (ωB97M-V/def2-TZVPD) on a structure of composition C28H32Cl2N2O6TeTl in a non-equilibrium geometry.

The HOMO energy (alpha / beta) comes out at 0.0031 / 0.0077 Eh. The calculation puts the LUMO energy (alpha / beta) at 0.1563 / 0.1566 Ha. Its multiplicity is 2. The frontier orbital gap (alpha / beta) is 4.17 / 4.05 eV. The total energy comes out at -81844.686 eV. The charge is -2.

Structure (XYZ):
```
72
Properties=species:S:1:pos:R:3:forces:R:3:lowdin_charge:R:1
Tl -2.107663 -0.827606 -2.041452 -0.349 4.626 2.781 0.5020
O 0.472373 -1.595903 -5.307797 -0.083 0.355 -0.021 0.0571
C -0.358451 -1.562123 -4.214533 0.062 -1.800 0.494 -0.4533
O -0.837157 -0.467506 -3.805285 1.242 -0.104 -2.116 -0.1164
C -0.627395 -2.848522 -3.591576 0.100 1.140 -0.333 -0.2124
C -0.172961 -4.136033 -3.929492 -0.117 -0.239 0.125 -0.0613
C -0.608015 -5.206832 -3.127450 -0.174 0.314 0.154 -0.1310
C -1.463981 -5.027839 -2.024397 0.233 -0.225 -0.301 -0.0744
C -1.895754 -3.716186 -1.723400 -0.841 0.809 0.748 -0.2289
N -1.455797 -2.708904 -2.520796 0.222 -2.199 -0.499 -0.0776
C -2.786197 -3.232932 -0.628704 1.502 -1.152 -1.570 -0.4960
O -3.273859 -4.176339 0.224943 -0.617 0.163 0.710 0.0756
O -3.094307 -2.038594 -0.466730 -0.667 -1.839 1.721 -0.1052
H 0.538845 -0.671431 -5.579766 0.052 -0.007 0.016 0.1016
H 0.485416 -4.292096 -4.771862 0.011 0.012 0.007 0.0823
H -0.268811 -6.208569 -3.367742 0.000 -0.017 0.020 0.0744
H -1.763888 -5.890286 -1.439480 0.017 0.017 0.031 0.0715
H -2.972479 -5.064248 0.012319 0.275 0.205 -0.339 0.0761
Cl -4.273445 -1.923080 -2.867352 -2.495 -0.257 -1.542 0.7498
C -4.690757 -0.405100 -3.722081 -0.069 0.217 -0.042 -0.8210
Cl -3.411451 0.805996 -3.483659 -1.417 0.825 -2.332 0.7340
H -5.621332 -0.016795 -3.323102 0.140 0.017 0.271 0.0369
H -4.784882 -0.613885 -4.782022 0.131 -0.077 0.023 0.0264
C -3.264962 3.049952 0.071320 -0.277 0.165 -0.004 -0.1093
C -3.271563 1.708177 -0.650760 0.286 -1.314 -0.193 -0.8025
O -4.388738 1.276031 -1.058502 -0.375 0.326 0.407 -0.1910
N -2.126215 1.043616 -0.810517 -1.599 0.213 -0.248 -0.3361
Te -0.236326 1.880652 0.014064 0.395 0.463 -0.124 1.5377
C 1.685363 2.751339 0.892398 0.581 -0.245 0.206 -0.3324
C 2.774252 3.077705 0.063350 -0.140 0.110 0.293 -0.3223
C 2.765210 2.880142 -1.437178 0.057 0.048 -0.026 -0.1156
C 3.942844 3.629214 0.602847 -0.097 0.015 -0.043 -0.0546
C 4.064507 3.879957 1.955636 0.315 0.125 -0.006 -0.3102
C 5.327403 4.476187 2.533386 -0.186 -0.092 -0.036 -0.0817
C 2.991899 3.576908 2.783228 -0.157 -0.045 -0.045 -0.0517
C 1.819664 3.024003 2.272349 0.323 0.160 -0.031 -0.3003
C 0.699261 2.729275 3.235270 0.167 0.020 0.122 -0.0874
C 0.137042 0.087571 1.130601 -0.031 0.257 0.160 -0.3643
C 1.271918 -0.693162 0.889202 0.158 0.234 -0.050 -0.3104
C 2.286980 -0.376036 -0.171924 0.137 -0.087 -0.061 -0.0813
C 1.500974 -1.831919 1.656933 -0.086 0.105 0.153 -0.0277
C 0.624929 -2.218924 2.654466 0.155 -0.230 0.048 -0.2853
C 0.877834 -3.457520 3.480302 -0.060 0.151 -0.076 -0.0724
C -0.503860 -1.448191 2.883392 0.051 0.023 -0.078 -0.0316
C -0.759991 -0.304116 2.135560 -0.148 0.006 0.048 -0.3011
C -2.015619 0.468864 2.425357 -0.204 -0.123 0.067 -0.0773
H -4.279637 3.449379 0.119793 -0.033 -0.116 -0.083 0.0573
H -2.629188 3.761951 -0.456612 0.086 0.046 0.120 0.0431
H -2.882541 2.930102 1.084418 0.113 0.093 -0.017 0.0277
H 1.831592 2.469208 -1.811477 -0.044 -0.042 0.106 0.0070
H 3.573740 2.203496 -1.729189 0.018 0.049 -0.067 0.0726
H 2.925463 3.840998 -1.936744 0.076 -0.027 -0.039 0.0679
H 4.774262 3.870694 -0.058852 0.000 -0.015 0.004 0.1015
H 6.072721 4.658106 1.757776 -0.001 -0.004 -0.020 0.0589
H 5.763547 3.798900 3.272190 0.061 0.083 0.051 0.0664
H 5.108515 5.427737 3.024895 0.097 0.000 0.066 0.0651
H 3.077649 3.777187 3.850595 -0.034 -0.017 -0.004 0.0998
H 0.961199 3.026950 4.255435 0.075 0.054 -0.032 0.0626
H 0.489972 1.659096 3.251848 -0.186 0.037 -0.067 0.0604
H -0.200065 3.273332 2.942935 -0.104 -0.174 -0.045 0.0619
H 2.023910 0.500616 -0.753086 -0.093 -0.052 0.034 0.0084
H 2.359086 -1.216547 -0.865184 -0.023 -0.028 0.040 0.0816
H 3.267917 -0.207558 0.284810 0.024 0.035 -0.006 0.0829
H 2.386372 -2.431646 1.463103 -0.008 0.001 -0.050 0.1094
H 1.800746 -3.954863 3.179616 0.012 0.005 -0.019 0.0610
H 0.054654 -4.165724 3.360803 0.016 -0.046 0.077 0.0694
H 0.959906 -3.197751 4.539123 -0.024 -0.098 0.037 0.0658
H -1.201001 -1.750769 3.660215 -0.054 0.043 -0.028 0.1065
H -2.575383 0.018492 3.249608 0.094 -0.073 0.025 0.0708
H -2.665372 0.467318 1.548378 0.050 0.085 -0.013 0.0657
H -1.791671 1.501979 2.696056 -0.007 0.054 -0.121 0.0436
O -0.437225 -1.095614 -0.999836 3.469 -0.963 1.565 -0.3184
```
Forces are in eV/Å.

=====

ORCA calculation (ωB97M-V/def2-TZVPD) on a structure of composition C28H32N6O4SSb2W.

The HOMO energy (alpha / beta) comes out at -0.5022 / -0.5061 Eh. The calculation puts the LUMO energy (alpha / beta) at -0.2541 / -0.2717 Ha. Its multiplicity is 3. The frontier orbital gap (alpha / beta) is 6.75 / 6.38 eV. The total energy comes out at -72410.006 eV. The charge is +2.

Structure (XYZ):
```
74
Properties=species:S:1:pos:R:3:forces:R:3:lowdin_charge:R:1
W 0.058754 -0.025312 -0.014466 -0.162 0.221 0.136 1.0570
O 4.284476 -0.049451 -0.378961 0.058 -0.031 -0.078 0.2296
C 3.056022 -0.112625 -0.005957 -0.055 -0.029 0.121 -0.4268
O 2.081244 0.059698 -0.759373 0.272 0.064 -0.117 -0.1955
C 2.768466 -0.436873 1.400800 0.265 0.026 -0.022 -0.1755
C 3.672733 -0.670014 2.414446 -0.022 0.013 0.056 0.0752
C 3.165942 -0.965055 3.682681 -0.146 0.023 -0.058 0.0362
C 1.790361 -1.013774 3.873875 0.262 0.026 -0.018 0.0788
C 0.963038 -0.786831 2.784778 -0.215 -0.003 0.184 -0.1636
N 1.448847 -0.505646 1.586834 -0.007 -0.311 -0.002 -0.0328
C -0.553861 -0.796662 2.808709 0.535 0.031 -0.022 -0.5703
O -1.164996 -0.793157 3.839997 -0.155 -0.086 -0.158 0.1527
O -1.022038 -0.770067 1.580674 -0.296 0.257 0.141 -0.2511
H 4.376382 -0.013292 -1.359255 -0.050 -0.019 0.006 0.1381
H 4.734376 -0.615080 2.217149 0.003 -0.006 0.025 0.1434
H 3.838244 -1.149116 4.509459 0.018 0.007 -0.012 0.1355
H 1.347311 -1.220068 4.838875 -0.021 -0.014 -0.009 0.1464
C -1.766172 -3.696838 -0.915980 -0.003 -0.009 -0.009 -0.2571
Sb 0.120059 -2.783888 -0.632093 -0.127 0.065 -0.077 1.3979
C 0.952618 -3.910848 0.956875 0.014 -0.002 -0.002 -0.2614
C 1.231592 -3.460784 -2.348940 0.010 0.083 -0.008 -0.2708
C 2.413448 -2.601203 -2.709417 -0.117 0.142 -0.115 -0.2808
C 3.672714 -2.986031 -2.256574 0.139 -0.001 0.024 -0.0375
C 4.817099 -2.267674 -2.578230 -0.070 -0.013 0.097 -0.0688
C 4.707703 -1.122281 -3.354804 -0.088 0.034 -0.071 -0.0876
C 3.453131 -0.726407 -3.813382 0.200 0.039 -0.001 -0.0424
C 2.303318 -1.448243 -3.514528 -0.113 -0.213 0.137 -0.2877
C 0.993957 -0.993181 -4.088110 0.006 -0.046 0.031 -0.2725
Sb -0.189303 0.272084 -2.814159 -0.002 0.042 0.006 1.3792
C 0.220307 2.235128 -3.488495 0.029 -0.027 -0.012 -0.2587
C -2.113078 -0.110637 -3.591159 -0.022 0.019 0.023 -0.2628
H -1.652490 -4.779113 -0.897453 0.008 0.002 -0.004 0.0293
H -2.172533 -3.391738 -1.878841 -0.010 -0.003 0.012 0.0099
H -2.441161 -3.382923 -0.122469 0.011 0.011 0.007 0.0245
H 0.899895 -4.969414 0.708842 0.005 0.001 -0.008 0.0297
H 0.371363 -3.729646 1.859989 0.010 -0.001 0.007 0.0197
H 1.991982 -3.630729 1.123718 -0.002 0.007 0.002 0.0123
H 0.502150 -3.551847 -3.153884 0.029 0.035 -0.030 0.0653
H 1.565621 -4.469642 -2.106858 -0.042 -0.009 0.030 0.0775
H 3.770721 -3.896645 -1.675882 -0.021 0.002 0.005 0.1222
H 5.783274 -2.614019 -2.236749 0.019 0.007 -0.021 0.1210
H 5.591739 -0.572639 -3.653638 -0.005 0.006 0.008 0.1223
H 3.377310 0.142650 -4.457251 -0.004 0.003 -0.003 0.1248
H 0.337414 -1.825210 -4.345093 0.022 -0.003 -0.004 0.0637
H 1.151986 -0.420045 -5.002025 0.005 0.013 0.008 0.0806
H -0.092321 2.336958 -4.525969 0.014 -0.014 -0.007 0.0292
H 1.284528 2.441848 -3.395608 -0.006 0.013 0.007 0.0195
H -0.338616 2.931560 -2.867357 0.005 0.013 -0.004 0.0063
H -2.057047 -0.097957 -4.678373 -0.018 -0.002 -0.002 0.0312
H -2.801860 0.660107 -3.252086 -0.011 0.000 -0.005 0.0181
H -2.472219 -1.081539 -3.254498 0.005 0.006 0.000 0.0107
N -4.582513 3.780652 0.553684 0.024 0.039 -0.033 0.1711
C -4.371190 2.694753 0.227400 -0.154 -0.185 -0.071 -0.3308
N -4.126228 1.435167 -0.151758 0.092 0.209 0.056 0.1461
C -2.932227 1.074205 -0.251022 0.047 0.066 0.013 -0.3027
N -1.819034 0.706205 -0.397791 0.091 -0.354 -0.120 -0.1159
N -1.498083 3.851811 0.659433 0.089 0.049 -0.107 0.1771
C -0.822380 2.953548 1.345280 -0.034 -0.090 0.068 -0.7604
S 0.693184 2.330969 0.693720 -0.379 -0.107 -0.100 0.6869
N -1.266495 2.508145 2.507129 0.073 -0.060 -0.111 0.1000
C -2.531837 2.866978 3.100302 0.050 0.114 0.034 -0.2526
C -2.759031 4.183640 3.470084 -0.061 -0.003 0.019 -0.0335
C -3.993622 4.523434 4.002923 0.027 -0.012 0.002 -0.0498
C -4.966672 3.549634 4.176686 0.002 0.001 0.011 -0.0512
C -4.711627 2.231006 3.826208 -0.028 0.033 0.023 -0.0503
C -3.487722 1.881166 3.280156 0.050 -0.096 -0.030 -0.0305
H -1.136698 4.155627 -0.228740 0.013 0.015 0.013 0.1150
H -2.414755 4.188912 0.949579 -0.008 -0.038 0.052 0.0830
H -0.692395 1.822401 2.973273 -0.040 0.044 0.066 0.1261
H -1.984250 4.930366 3.345724 0.002 0.001 0.018 0.1252
H -4.189648 5.547420 4.289186 -0.007 -0.003 -0.004 0.1179
H -5.927442 3.818191 4.593816 0.000 0.006 -0.004 0.1174
H -5.469691 1.474042 3.972566 0.001 -0.006 0.003 0.1175
H -3.272041 0.855865 3.002375 0.001 0.012 0.009 0.1106
```
Forces are in eV/Å.